Version a
{"formula": "C5H5N3O3", "method": "ωB97M-V with the def2-TZVPD basis set", "symbols": ["C", "C", "C", "C", "C", "N", "N", "N", "O", "O", "O", "H", "H", "H", "H", "H"], "xyz": [[-2.7513, -1.1720, -0.3697], [-1.3108, -1.2103, -0.2261], [-3.0082, 0.2011, -0.4917], [-0.8571, 0.0715, -0.3161], [0.4019, 0.6260, -0.0905], [2.2738, 1.8974, -0.7491], [1.1697, 1.3984, -0.4891], [2.9132, -0.5386, 1.0808], [2.8873, 0.3271, 1.9265], [2.7708, -1.7290, 1.2250], [-1.9204, 0.9504, -0.3419], [-3.4201, -1.9503, -0.1603], [-0.7445, -2.2132, -0.2712], [-3.9615, 0.7452, -0.4536], [3.0432, -0.1488, 0.1543], [2.5139, 2.7451, -0.4272]], "homo_ha": -0.3087, "multiplicity": 1, "lumo_energy_ev": 0.4, "charge": 0}



Version b
{"formula": "C5H5N3O3", "method": "ωB97M-V with the def2-TZVPD basis set", "symbols": ["C", "C", "C", "C", "C", "N", "N", "N", "O", "O", "O", "H", "H", "H", "H", "H"], "xyz": [[2.5102, -0.6425, -0.8758], [1.2621, 0.0706, -0.8565], [1.4679, -1.0402, 1.0396], [-1.4470, 1.7882, 0.0465], [-1.5267, 0.4035, 0.6353], [2.5881, -1.2893, 0.3002], [0.7062, -0.2068, 0.3469], [-2.0801, -0.6702, -0.1215], [-1.3479, 2.7883, 0.7323], [-2.2831, -1.7527, 0.3843], [-2.2381, -0.3961, -1.2917], [3.3090, -0.7531, -1.6054], [0.7011, 0.8903, -1.3873], [1.2408, -1.3585, 2.0394], [-1.4827, 1.7128, -1.1411], [-1.3797, 0.4555, 1.7548]], "homo_ha": [-0.3777, -0.3304], "multiplicity": 1, "lumo_energy_ev": [-1.8, -3.4], "charge": 0}



Stability comparison, relative energies in kcal/mol: version a 0.0; version b 10.0